[1]
Below is a structure of composition C3H10Na2O5P, with properties calculated with ωB97M-V/def2-TZVPD.

XYZ file:
```
21
C3H10Na2O5P, DFT ωB97M-V/def2-TZVPD
Na -5.055 0.605 0.344
Na -4.462 -0.861 3.805
O -3.583 0.374 1.965
H -2.725 0.825 2.088
C -0.627 -0.972 0.418
O 0.578 -1.610 0.094
P 1.883 -0.763 -0.460
O 2.936 -1.653 -1.024
O 1.325 0.378 -1.504
C 1.286 0.097 -2.932
O 2.221 0.126 0.918
C 1.443 1.276 1.173
H -1.326 -1.661 -0.057
H -0.735 0.056 0.071
H -0.661 -0.978 1.507
H 1.821 0.951 -3.348
H 0.271 0.119 -3.328
H 1.689 -0.829 -3.344
H 0.765 1.379 0.327
H 2.125 2.124 1.247
H 0.831 1.019 2.038
```

Properties
Spin multiplicity = 2
Molecular weight = 203.1 g mol⁻¹
Kohn-Sham gap (alpha / beta) = 9.172 / 3.596 eV
HOMO energy (alpha / beta) = -15.9 / -15.9 eV
Total charge = +2



[2]
Below is a cluster of 2 separate species, C3H10O in total, with properties calculated with ωB97M-V/def2-TZVPD.

XYZ file:
```
14
C3H10O, DFT ωB97M-V/def2-TZVPD
C 2.026 -1.362 -1.625
H 1.814 -0.622 -2.393
H 1.093 -1.855 -1.356
H 2.535 -0.880 -0.798
H 2.567 -2.194 -2.069
C -0.751 0.021 0.312
O -1.545 1.119 -0.181
C -0.122 0.396 1.665
H -1.398 -0.840 0.152
H 0.107 -0.054 -0.365
H -1.484 1.836 0.423
H -0.948 0.633 2.344
H 0.537 -0.337 2.110
H 0.391 1.338 1.465
```

Properties
Molecular weight = 62.1 g mol⁻¹
SMILES string = CCO.C
Kohn-Sham gap = 11.110 eV
HOMO energy = -10.1 eV
Total charge = 0
Relative energy (zero: lowest compared OMol25 entry of this formula, charge and spin) = 64.41 kJ/mol



[3]
Below is a cluster of 2 separate species, C3H10O in total, with properties calculated with ωB97M-V/def2-TZVPD.

XYZ file:
```
14
C3H10O, DFT ωB97M-V/def2-TZVPD
C -0.103 1.302 2.103
O 0.098 2.654 2.456
H 0.961 2.885 2.099
H -1.017 0.860 2.504
H -0.331 1.163 1.056
H 0.749 0.661 2.328
C -0.678 -1.069 -1.942
C 0.636 -1.335 -1.190
H -1.023 -0.051 -1.755
H -0.580 -1.220 -3.014
H -1.483 -1.693 -1.546
H 1.387 -0.705 -1.667
H 0.850 -2.391 -1.282
H 0.533 -1.061 -0.151
```

Properties
Molecular weight = 62.1 g mol⁻¹
SMILES string = CC.CO
Kohn-Sham gap = 11.345 eV
HOMO energy = -10.5 eV
Total charge = 0
Relative energy (zero: lowest compared OMol25 entry of this formula, charge and spin) = 69.01 kJ/mol



[4]
Below is a cluster of 2 separate species, C3H10O in total, with properties calculated with ωB97M-V/def2-TZVPD.

XYZ file:
```
14
C3H10O, DFT ωB97M-V/def2-TZVPD
C 0.957 -1.860 -0.057
O 1.221 -1.266 1.153
H 2.161 -1.490 1.346
H 0.874 -2.956 0.143
H 0.243 -1.273 -0.680
H 1.831 -1.725 -0.792
C -1.043 1.523 -0.882
C -0.889 1.128 0.559
H -1.189 2.579 -1.072
H -0.041 1.428 -1.336
H -1.722 0.862 -1.409
H -1.357 0.191 0.883
H -1.223 1.869 1.279
H 0.177 0.991 0.867
```

Properties
Spin multiplicity = 2
Molecular weight = 62.1 g mol⁻¹
Kohn-Sham gap (alpha / beta) = 11.854 / 4.361 eV
HOMO energy (alpha / beta) = -15.8 / -15.1 eV
Total charge = +1
Relative energy (zero: lowest compared OMol25 entry of this formula, charge and spin) = 96.91 kJ/mol



[5]
Below is a cluster of 2 separate species, C3H10O2 in total, with properties calculated with ωB97M-V/def2-TZVPD.

XYZ file:
```
15
C3H10O2, DFT ωB97M-V/def2-TZVPD
C -0.975 -0.442 -1.144
C 0.221 0.247 -0.472
C 0.070 1.458 0.402
O 1.267 0.448 -1.456
H -1.881 0.131 -1.299
H -1.266 -1.227 -0.440
H -0.637 -0.910 -2.063
H 0.720 -0.480 0.176
H -0.573 1.267 1.268
H -0.416 2.330 -0.037
H 1.045 1.781 0.779
H 1.549 1.351 -1.442
H 1.071 -2.083 2.024
H -0.381 -2.162 1.533
O 0.187 -1.709 2.169
```

Properties
Molecular weight = 78.1 g mol⁻¹
SMILES string = CC(C)O.O
Kohn-Sham gap = 10.712 eV
HOMO energy = -9.9 eV
Total charge = 0
Relative energy (zero: lowest compared OMol25 entry of this formula, charge and spin) = 42.72 kJ/mol



[6]
Below is a cluster of 2 separate species, C3H10O2 in total, with properties calculated with ωB97M-V/def2-TZVPD.

XYZ file:
```
15
C3H10O2, DFT ωB97M-V/def2-TZVPD
C -1.506 -0.437 1.198
C -1.288 1.050 0.888
C -1.758 1.653 2.217
O 0.056 1.311 0.642
H -1.417 -0.913 0.246
H -0.709 -0.753 1.812
H -2.433 -0.906 1.671
H -2.008 1.460 0.136
H -2.851 1.685 2.207
H -1.382 1.279 3.163
H -1.536 2.813 2.309
H 0.391 1.318 -0.290
H 3.616 -3.538 -3.507
H 3.502 -3.291 -4.994
O 3.962 -2.904 -4.213
```

Properties
Spin multiplicity = 2
Molecular weight = 78.1 g mol⁻¹
Kohn-Sham gap (alpha / beta) = 9.771 / 3.267 eV
HOMO energy (alpha / beta) = -13.4 / -13.4 eV
Total charge = +1
Relative energy (zero: lowest compared OMol25 entry of this formula, charge and spin) = 90.32 kJ/mol



[7]
Below is an isolated molecule of C3H10O2P2, with properties calculated with ωB97M-V/def2-TZVPD.

XYZ file:
```
17
C3H10O2P2, DFT ωB97M-V/def2-TZVPD
C -1.339 1.565 0.021
C -1.079 -1.109 0.099
C -0.510 0.335 -0.170
O -0.060 -1.964 0.422
O -0.017 0.363 -1.515
P 2.528 -0.966 -0.028
P 1.284 0.698 0.656
H -0.607 2.342 0.268
H -2.033 1.546 0.999
H -1.966 1.724 -0.820
H -1.843 -1.111 0.887
H -1.444 -1.571 -0.817
H 0.308 -1.755 1.221
H -0.649 0.908 -1.992
H 3.744 -0.152 0.243
H 2.533 -0.735 -1.311
H 1.151 -0.119 1.836
```

Properties
Molecular weight = 140.1 g mol⁻¹
SMILES string = C[C@](O)(CO)[PH]#[PH2]
Kohn-Sham gap = 9.211 eV
HOMO energy = -8.5 eV
Total charge = 0
Relative energy (zero: lowest compared OMol25 entry of this formula, charge and spin) = 155.22 kJ/mol



[8]
Below is a cluster of 3 separate species, C3H10O2S2 in total, with properties calculated with ωB97M-V/def2-TZVPD.

XYZ file:
```
17
C3H10O2S2, DFT ωB97M-V/def2-TZVPD
C -2.085 0.265 0.724
C -0.871 -0.379 0.096
O 0.022 0.680 -0.180
C -1.847 0.822 2.148
S -2.471 2.465 2.338
S 2.453 -0.996 -1.306
H -2.330 1.058 0.019
H -2.909 -0.444 0.811
H -1.239 -0.809 -0.835
H -0.433 -1.163 0.728
H 0.743 0.339 -0.744
H -2.237 0.235 2.969
H -0.764 0.887 2.323
H -1.533 3.106 1.605
H 4.915 -2.670 -3.227
H 5.273 -1.258 -3.537
O 5.314 -2.139 -3.931
```

Properties
Spin multiplicity = 2
Molecular weight = 142.2 g mol⁻¹
Kohn-Sham gap (alpha / beta) = 4.373 / 7.364 eV
HOMO energy (alpha / beta) = -13.3 / -13.1 eV
Total charge = +1
Relative energy (zero: lowest compared OMol25 entry of this formula, charge and spin) = 326.19 kJ/mol